Entry 1:
The following is a quantum chemistry calculation of C34H44FN9O6STi as an isolated structure, from the OMol25 dataset.

XYZ file:
```
96
Properties=species:S:1:pos:R:3:forces:R:3:mulliken_charge:R:1
H 4.28632 -0.04626 -2.34786 -0.1156 -0.0594 0.0058 0.10
C 1.91760 -0.16234 3.83300 -0.0116 0.0006 0.0045 1.11
C 0.06414 3.00545 0.86400 0.0370 0.0260 -0.0252 1.01
H -2.79929 -3.35303 0.56758 0.0126 -0.0160 -0.0102 0.56
N 3.13608 1.76543 -4.69274 -0.1508 0.0138 0.0276 -0.17
O -0.69306 -1.62685 -3.48401 -0.0173 -0.0391 0.1758 -0.67
C -2.41022 -1.71583 1.90562 0.0255 -0.1071 -0.0469 0.69
H 3.43094 1.46698 10.57350 -0.0075 0.0069 0.0040 0.36
O 0.30649 0.00776 2.14757 -0.1282 0.1480 -0.2483 -0.69
C 5.32708 -1.76384 3.72255 -0.0097 0.0023 -0.0099 -1.01
H 2.60333 1.05243 -6.56033 0.0156 -0.0365 -0.0041 0.45
C -3.38535 1.85437 0.27273 -0.0123 -0.0330 0.0387 -0.97
S -2.51693 4.09190 1.15532 0.0017 0.0040 0.0061 -0.27
C 2.73368 0.21146 6.50325 -0.0163 -0.0151 -0.0178 -1.50
C -1.96779 1.69565 0.33155 0.0132 0.1108 0.1839 0.59
H 4.31740 -1.80318 1.36969 -0.0034 0.0007 -0.0034 0.61
N 4.03080 -0.47318 10.10096 0.0039 0.0077 -0.0082 -0.14
H 0.59280 2.35427 -3.73326 -0.0223 0.0031 0.0092 0.42
H 3.34084 2.68218 -5.04881 -0.0225 0.0099 0.0038 0.22
O 1.51057 -1.53952 -3.67900 0.0199 -0.0072 0.0201 -0.53
C 5.19903 -3.12160 4.39312 0.0029 -0.0084 0.0039 -1.04
H 2.63094 4.93848 1.90152 -0.0012 -0.0029 0.0015 0.46
F 0.66028 1.31650 6.87972 0.0010 0.0050 -0.0036 -0.34
H 0.45815 1.73262 -6.10800 0.0150 0.0162 0.0113 0.56
H 4.40625 -0.74746 11.00902 0.0030 0.0018 0.0001 0.35
H 2.56675 1.31009 -0.37565 0.0277 -0.0182 0.0273 0.51
H -1.35979 -2.12228 -1.28097 -0.0362 -0.0247 -0.0382 0.48
C -1.84385 -1.63513 -0.43807 0.1552 -0.0378 -0.1360 -0.73
C 2.14090 -1.13400 0.11216 0.0007 0.0462 -0.0093 -0.31
C -1.38164 2.84525 0.79580 -0.0161 0.0672 -0.0959 0.47
H -2.80920 -1.23747 -0.77171 0.0046 0.0401 0.0035 0.50
C 5.13402 0.04771 9.20804 -0.0117 -0.0098 0.0105 -0.73
O -2.07941 -0.51756 1.86171 0.0549 -0.0837 -0.1568 -0.61
H -3.32354 -1.61107 3.71084 0.0016 -0.0040 0.0039 0.26
O 0.93379 -0.82182 -0.26319 0.6103 -0.4326 -0.2819 0.67
C 2.10120 4.11738 1.43589 0.0068 0.0157 0.0052 -0.58
H -1.56081 0.03245 -2.34766 0.0035 0.0334 -0.0645 0.48
H 5.83688 -1.03606 4.35327 0.0022 -0.0004 0.0087 0.46
H -0.86932 1.51341 -4.22024 0.0056 -0.0192 -0.0258 0.49
H 3.63215 -1.30826 9.66886 -0.0055 0.0004 -0.0001 0.38
H 1.26947 0.61944 -2.31860 0.0865 -0.0443 0.0816 -0.97
C 2.34047 0.86634 -5.51839 0.0340 0.0221 0.0581 -1.01
C 2.94196 0.54909 10.25379 0.0099 -0.0098 0.0022 -0.79
C 2.07184 2.09475 0.18681 -0.0054 -0.0013 -0.1145 -0.18
C 1.48298 0.65997 6.03821 -0.0018 0.0183 -0.0027 0.22
N 4.02281 -1.20617 3.32928 -0.0044 0.0125 0.0144 0.28
N -0.79775 0.57146 -1.93154 -0.0299 -0.1143 0.1154 -0.48
C 2.40506 -0.94083 1.57466 -0.0011 0.0148 0.0191 -0.26
C 3.55949 -0.42570 5.59085 0.0017 -0.0217 0.0065 -0.48
C 0.34952 0.41203 -2.85376 0.0213 0.0009 0.0638 1.90
H -4.82417 3.45350 0.72002 0.0046 0.0021 0.0047 0.52
H 2.66878 -0.14441 -5.29184 -0.0063 0.0391 -0.0361 0.51
H 3.87370 3.14789 0.66836 -0.0053 -0.0029 -0.0038 0.54
C 2.22166 0.69868 8.90774 -0.0021 -0.0210 -0.0029 -0.70
H 4.73507 -3.83869 3.71620 0.0027 0.0018 0.0001 0.34
H 4.42961 1.94602 8.41786 0.0026 0.0025 0.0012 0.32
H 6.18673 -3.49868 4.65675 -0.0024 0.0027 0.0021 0.40
C 3.61934 -1.34049 2.05717 0.0066 -0.0139 0.0153 -0.03
C 0.20195 1.38149 -4.04441 0.0395 0.0167 0.0052 -1.08
C 1.46575 -0.34895 2.45763 0.0529 -0.0292 0.0405 1.57
H 2.26291 0.22695 11.03907 0.0023 -0.0134 0.0019 0.40
H 5.81931 0.62142 9.82876 -0.0035 0.0046 0.0047 0.38
H 1.83411 1.71828 8.84776 0.0162 0.0063 0.0059 0.41
C 0.35125 -1.03485 -3.33565 -0.2251 0.1405 -0.2862 0.00
N 3.16131 0.36214 7.83958 0.0348 -0.0140 0.0240 0.23
H 5.10984 0.86718 7.21953 -0.0105 -0.0154 -0.0076 0.50
H 0.15157 4.83290 1.99181 0.0009 -0.0010 -0.0024 0.48
H 0.10866 0.83036 4.42553 0.0033 -0.0020 -0.0044 0.69
C 2.79743 3.12075 0.76351 0.0025 0.0119 -0.0285 -1.45
N 0.74235 2.02518 0.24086 -0.1165 -0.1428 0.0376 0.67
N 3.63381 0.18059 -3.08919 -0.2702 0.0401 -0.1925 -0.48
H -1.11473 -3.10267 0.98864 0.0017 0.0069 0.0159 0.30
H -3.37694 -3.17062 2.95453 -0.0170 0.0059 -0.0048 0.23
C 0.80996 0.98773 -5.39098 0.0436 0.0183 -0.0496 -0.94
N 4.75476 2.26117 -3.12563 -0.0111 0.1193 0.0436 -0.48
N -3.04261 -2.22299 2.96186 -0.0522 0.0641 -0.0143 -0.40
Ti -0.71218 -0.00578 0.23423 -0.4541 0.4404 0.7148 -0.35
C 4.48822 0.89588 8.10929 -0.0050 0.0399 -0.0132 -0.71
H 1.37415 0.01672 8.86084 -0.0112 0.0092 -0.0063 0.51
H 5.42762 1.89347 -2.47451 0.0135 -0.0185 -0.0162 0.24
H -4.07419 1.08718 -0.05542 0.0014 -0.0034 0.0144 0.41
C 3.84671 1.33828 -3.61355 0.0972 -0.0973 -0.0637 0.51
H 2.25407 -0.90556 -3.47725 0.3564 -0.0799 0.2939 0.21
O 3.02185 -1.52947 -0.61874 -0.0240 -0.0229 0.0413 -0.69
C -3.81147 3.08359 0.67935 -0.0049 -0.0012 -0.0196 -0.66
H 5.65187 -0.82220 8.80978 0.0110 0.0022 0.0003 0.43
C -2.04501 -2.57997 0.73906 -0.0683 -0.0202 -0.0390 -1.01
H 4.59393 -3.07502 5.29911 -0.0003 0.0040 -0.0055 0.32
C 0.72184 4.06450 1.48709 -0.0069 0.0103 -0.0391 -1.29
C 1.07595 0.46998 4.75167 -0.0135 0.0091 0.0010 -0.56
H -1.09101 1.54366 -1.92077 0.0223 0.0068 -0.0011 0.51
H 5.91627 -1.84625 2.81187 -0.0017 0.0023 -0.0035 0.44
H 5.16023 2.89886 -3.79246 0.0194 -0.0122 -0.0045 0.21
H 0.38111 0.03685 -5.71899 0.0055 0.0204 -0.0272 0.31
H 4.50380 -0.82037 5.93559 -0.0034 0.0090 0.0136 0.77
C 3.17954 -0.59953 4.25294 0.0275 -0.0070 -0.0232 -0.64
```
Positions in Å, forces in eV/Å.

Calculated values
* HOMO energy: -11.89 eV
* total charge: +2

***

Entry 2:
The following is a quantum chemistry calculation of C34H45As3ClCrN4OS as an isolated structure at a distorted geometry, from the OMol25 dataset.

XYZ file:
```
90
Properties=species:S:1:pos:R:3:forces:R:3:mulliken_charge:R:1
C -2.04623 2.12419 -4.47101 -0.0213 -0.0707 -0.0527 -0.93
H -0.44956 3.92037 -0.98899 0.0217 0.0857 -0.0130 0.91
H -4.11099 -4.88275 1.01025 0.0274 0.0113 0.0356 0.45
H 2.85315 -3.59759 0.96691 -0.0137 0.0127 -0.0152 0.27
O 0.51140 -0.48648 1.94312 0.0645 -0.1523 -0.8148 0.71
H -4.06310 -0.24816 0.96985 -0.0608 0.0185 0.0382 0.52
H -1.24933 -3.12731 4.62960 -0.0377 -0.0161 -0.0459 0.39
C 0.67970 2.83689 1.70810 0.0209 -0.1282 0.0867 -1.58
H 1.55703 -0.32460 6.29971 0.0221 -0.0053 -0.0646 0.48
C 4.34904 -0.51069 -3.66083 -0.0370 -0.0139 -0.0724 -0.87
H 1.65826 2.69474 2.16424 0.0329 0.0152 0.0111 0.52
C -1.32766 -3.86447 2.61377 0.1413 0.1104 0.0070 0.43
H -0.79337 -0.79106 -2.72258 -0.0573 0.0144 0.0380 0.44
H -3.68434 -3.33914 4.98158 0.0131 -0.0147 -0.0239 0.41
C -0.63996 2.85400 -1.11828 -0.1992 -0.0822 0.0710 -1.34
C -2.53046 1.13604 -1.24651 0.0636 0.0393 0.0381 -1.52
C 1.89971 -0.34022 5.27156 0.0518 0.0122 0.1074 -0.76
H -0.07107 -0.43598 4.42887 0.0390 -0.0100 0.0087 0.53
N 0.10533 -3.80634 2.53256 -0.1373 0.0101 -0.1471 -0.19
H 2.58003 -4.10672 2.59623 -0.0048 -0.0212 -0.0219 0.19
H -3.29674 -1.35199 -2.04838 -0.0501 0.0029 -0.0298 0.45
H 0.49576 3.89838 1.56516 -0.0048 0.0721 0.0067 0.49
H -2.25811 3.91202 0.82369 -0.0111 -0.0153 -0.0107 0.44
H -0.07506 2.41129 2.36216 -0.0257 -0.0029 0.0161 0.37
H 6.24780 -0.30638 -2.72820 -0.0375 -0.0048 0.0146 0.44
C -3.49002 -4.47455 1.79863 -0.0169 0.0171 -0.0492 -0.70
H 3.15343 2.47095 -0.19948 0.0192 -0.0012 0.0104 0.40
H -2.25007 0.92680 -2.27796 -0.0011 -0.0481 -0.0328 0.20
C -2.13376 2.57466 -0.89194 -0.0073 0.0667 0.1522 2.17
H -4.01870 3.28269 -1.64802 -0.0091 -0.0091 0.0565 0.52
As 0.68829 1.95653 -0.01299 -0.0299 0.2116 -0.3229 1.40
C -3.05083 -0.40198 1.33765 0.1379 -0.0432 0.1319 -0.98
C 2.28022 2.73846 -0.79160 0.0440 -0.0731 -0.0042 -1.41
H 2.17207 3.82035 -0.79726 0.0118 0.0752 -0.0151 0.51
C -3.25333 -3.61744 4.02868 0.0106 0.0464 -0.0329 -0.74
H -1.67888 -4.70824 0.66814 0.0069 0.0259 0.0125 0.51
H 5.35973 -0.25791 -0.45542 -0.0116 -0.0118 -0.0381 0.49
As -1.86846 -0.38132 -0.19172 -0.1517 0.0320 -0.2748 2.29
N 2.65255 -0.45649 0.22477 0.3296 -0.0534 -0.1669 1.32
H -3.57740 2.74352 0.73004 0.0118 0.0078 -0.0148 0.44
H -1.97926 -2.48490 -1.65146 0.0150 -0.0046 -0.0021 0.39
C 2.03287 -0.72465 -4.53328 0.0786 -0.0076 -0.0855 -0.92
H -1.82057 2.33537 -5.51759 -0.0021 -0.0258 0.0188 0.49
Cl 4.39399 -0.21290 6.31817 -0.0146 0.0013 -0.0190 -0.16
C 3.27586 -0.28620 5.00881 -0.1605 0.0020 0.1760 0.02
C 3.31284 -0.45985 -1.05254 -0.2001 -0.0369 0.3186 0.41
C -4.06110 -4.09949 3.00695 -0.0086 0.0108 0.0101 -0.61
C 0.26259 -0.73445 -2.93994 0.1193 0.0253 0.0990 -0.28
H -5.12828 -4.20423 3.16120 0.0704 0.0062 -0.0150 0.43
H -0.35615 2.60168 -2.13913 0.0016 -0.0150 -0.1000 -0.23
C 0.91906 -3.53686 1.51744 -0.0777 0.1385 -0.0320 0.43
As -2.78277 3.79953 -3.74797 -0.0582 0.0624 -0.0134 0.30
H -2.79775 0.36019 2.06876 0.0134 -0.0058 -0.0089 0.30
C 2.44011 -0.56336 -2.15842 -0.3558 -0.0074 0.0890 -0.72
C 3.71874 -0.29168 3.71515 0.0896 -0.0008 -0.2608 -1.19
H 4.42334 -0.35746 1.25132 0.0273 0.0076 0.0327 0.07
C -2.96251 3.52743 -1.78279 0.0490 -0.0254 0.0189 -2.06
N 2.22248 -3.70370 1.74271 0.2127 0.0303 0.0490 -0.27
H 2.42079 2.38467 -1.81136 -0.0097 0.0023 -0.0344 0.36
H 0.55753 -4.02550 3.40966 0.0122 -0.0726 0.0293 0.33
H -3.61666 1.04402 -1.19494 -0.0875 0.0250 -0.0258 0.72
C -2.71251 -1.79331 -1.24376 0.0884 -0.0257 0.0217 -1.38
C 2.95173 -0.60079 -3.46471 0.0398 0.0015 -0.1038 1.00
H -2.80325 1.33841 -4.44918 0.0381 0.0199 -0.0052 0.34
H -1.97975 2.22763 1.26554 0.0084 -0.0171 0.0225 -0.26
H 2.40254 -0.76447 -5.55202 -0.0044 0.0094 0.0578 0.49
H 4.78272 -0.24802 3.50978 -0.0482 -0.0012 0.0090 0.54
C 4.65957 -0.35982 -1.27403 0.1501 -0.0019 -0.0080 -0.76
H -0.03469 -0.89060 -5.06124 0.0238 -0.0090 0.0216 0.57
C 0.99509 -0.40466 4.23742 -0.1197 0.0115 -0.0327 -0.60
S 0.44911 -2.99976 -0.06188 -0.1482 -0.2247 -0.0209 -0.43
C 2.80426 -0.35471 2.64284 0.0779 -0.0264 0.0710 0.53
H 4.74455 -0.54050 -4.66899 -0.0200 0.0061 0.0449 0.48
C 3.33899 -0.38872 1.31534 0.1533 0.0132 -0.1960 0.01
C 1.42626 -0.41198 2.90466 -0.1151 0.0122 0.0783 -0.59
H -2.84901 4.54692 -1.39923 -0.0062 0.0085 -0.0074 0.59
C 5.17799 -0.38488 -2.58546 0.0513 0.0117 0.0907 -1.07
C -2.11972 -4.36910 1.59467 0.0091 -0.0495 -0.0818 -0.20
H -1.22841 5.71461 -3.15832 0.0129 -0.0109 -0.0178 0.32
Cr 0.64606 -0.51799 0.09682 -0.2700 0.0574 1.5255 -0.44
N 1.08131 -0.61421 -1.91075 0.3295 -0.0095 -0.3053 0.55
C -1.12528 4.84507 -3.80834 0.0662 0.0214 -0.0174 -1.00
H -1.13012 1.77630 -3.99058 0.0183 0.0245 0.0223 0.06
C -2.50665 2.88012 0.56732 0.0238 -0.0158 -0.1267 -1.56
C 0.69794 -0.79627 -4.27168 -0.1115 0.0087 -0.0206 -1.33
H -3.37422 -2.35089 -0.58699 -0.0567 -0.0644 0.0286 0.46
H -0.23568 4.28256 -3.52564 -0.0105 0.0244 -0.0112 0.19
C -1.88615 -3.49577 3.83075 -0.0308 0.0853 0.0600 -0.33
H -2.97572 -1.38315 1.80153 -0.0105 -0.0792 0.0533 -0.08
H -0.99820 5.20624 -4.82875 0.0023 0.0000 0.0239 0.43
```
Positions in Å, forces in eV/Å.

Calculated values
* HOMO energy (alpha / beta): -12.71 / -12.71 eV
* multiplicity: 2
* total charge: +2

***

What are the electronic energy values for these records? In order: -98328.27550, -278280.07228 eV.
What are the energy above the lowest of the compared OMol25 structures with the same formula, charge and spin values for these records? In order: 20.87, 0.00 kcal/mol.